This record from the OMol25 dataset describes a single C23H25N3O6S molecule. The level of theory is ωB97M-V/def2-TZVPD.

Results
Electronic energy: -1905.34461 hartree
HOMO-LUMO gap: 8.6 eV
Structure (SMILES): COc1ccc(S(=O)(=O)NCC(=O)N(CC(=O)NCc2ccco2)Cc2ccccc2)cc1
Energy above the lowest of the compared OMol25 structures with the same formula, charge and spin: 29.0 kcal/mol

Cartesian coordinates (Å):
C  5.175587  -4.462371  -2.275592
H  5.874197  -3.678811  -1.967639
O  4.351344  -4.869139  -1.206008
C  3.525859  -3.964728  -0.632991
C  2.734544  -4.446510  0.417758
C  1.858310  -3.607575  1.070326
C  1.769343  -2.282565  0.678839
C  2.540372  -1.788798  -0.354307
C  3.422645  -2.626783  -1.014405
H  4.020501  -2.229471  -1.818471
H  2.454145  -0.749134  -0.630802
S  0.637844  -1.194941  1.513153
O  -0.138246  -1.930595  2.461632
O  -0.103693  -0.416791  0.545588
N  1.650569  -0.145322  2.386201
H  2.561479  -0.142877  1.937792
C  1.113991  1.200098  2.357840
C  1.322030  1.777245  0.951607
O  2.215078  1.313632  0.255911
N  0.538984  2.790987  0.551323
C  -0.479357  3.423184  1.350593
H  -0.490522  4.492669  1.116063
H  -0.248404  3.327727  2.413755
C  -1.923141  2.921553  1.142079
O  -2.857777  3.671383  1.342113
N  -2.044668  1.641226  0.782568
H  -1.246821  1.035845  0.613750
C  -3.342369  1.016488  0.603864
C  -3.299261  -0.388964  1.094172
C  -3.431487  -1.577346  0.439490
C  -3.264972  -2.588032  1.416988
C  -3.036695  -1.937289  2.587755
O  -3.057627  -0.609965  2.404600
H  -2.836385  -2.293155  3.577649
H  -3.305587  -3.646714  1.264043
H  -3.626492  -1.713146  -0.604562
H  -4.066436  1.619518  1.162494
H  -3.618932  1.018973  -0.456139
C  0.663811  3.283937  -0.816169
C  -0.544532  2.920721  -1.638207
C  -0.755256  1.594167  -1.997415
C  -1.880420  1.238184  -2.717520
C  -2.803224  2.203289  -3.087931
C  -2.598511  3.524715  -2.732341
C  -1.474019  3.881693  -2.008224
H  -1.322520  4.914381  -1.728649
H  -3.318085  4.279257  -3.012494
H  -3.683112  1.924784  -3.649397
H  -2.038016  0.204267  -2.986763
H  -0.048013  0.838782  -1.689132
H  0.796881  4.370101  -0.786258
H  1.562124  2.822063  -1.232897
H  0.061954  1.129283  2.629631
H  1.649689  1.807366  3.094496
H  1.233149  -3.950909  1.878478
H  2.831127  -5.483848  0.694894
H  5.735143  -5.349593  -2.566696
H  4.583882  -4.112145  -3.126436

Forces on the atoms, in the same order (eV/Å):
0.158 0.073 -0.198
-0.040 -0.022 -0.007
-0.240 -0.032 0.274
-0.160 0.042 0.175
0.094 0.026 -0.158
-0.003 -0.099 0.091
-0.320 0.577 0.313
0.029 0.054 -0.111
0.135 -0.129 -0.102
0.058 0.016 -0.074
0.026 0.116 -0.080
0.309 -0.193 0.355
0.216 -0.242 0.107
0.259 -0.169 -0.254
-0.151 -0.722 -0.311
0.082 -0.065 -0.092
-0.082 0.012 -0.122
0.247 0.197 0.215
0.187 0.006 -0.041
-0.018 0.166 -0.190
-0.382 0.117 0.213
-0.029 -0.153 0.094
-0.036 0.051 -0.064
0.435 0.054 -0.018
-0.200 0.328 0.142
-0.039 -0.413 0.072
-0.059 0.317 0.057
-0.057 0.058 0.301
-0.232 -0.256 -0.931
-0.011 0.675 0.206
0.023 0.056 0.601
-0.182 -0.917 -0.336
0.041 0.560 0.198
0.060 0.049 0.171
0.020 -0.237 0.053
-0.025 0.059 -0.253
0.043 -0.108 -0.157
-0.066 -0.050 0.156
0.223 -0.057 -0.200
0.043 0.171 -0.170
-0.003 0.059 -0.123
0.094 -0.100 0.014
-0.107 0.079 -0.046
-0.152 -0.012 -0.069
0.167 -0.078 0.023
0.030 0.111 0.062
-0.069 0.060 -0.022
-0.067 -0.020 -0.046
-0.016 -0.105 -0.034
0.113 -0.103 0.039
0.000 -0.082 -0.010
-0.133 0.175 0.060
-0.014 0.304 0.100
-0.143 -0.040 -0.052
-0.033 -0.141 0.105
-0.012 -0.116 0.047
-0.023 0.099 -0.011
0.016 -0.004 0.042

=====

This record from the OMol25 dataset describes a molecular structure, C23H25N4PPdSe. The level of theory is ωB97M-V/def2-TZVPD.

Results
Electronic energy: -3981.14452 hartree
Total charge: -2
HOMO-LUMO gap: 4.3 eV
Energy above the lowest of the compared OMol25 structures with the same formula, charge and spin: 11.8 kcal/mol

Cartesian coordinates (Å):
Pd  2.148114  0.357094  1.417595
N  -7.717953  0.689385  -1.875221
C  -6.683954  0.710048  -1.369606
C  -5.399891  0.740817  -0.738132
C  -5.167393  1.602230  0.335497
C  -3.927027  1.633801  0.943692
C  -2.892782  0.805099  0.510359
C  -3.133253  -0.052525  -0.562754
C  -4.367258  -0.085100  -1.183748
C  -1.560156  0.838520  1.170260
C  -0.816153  2.014178  0.976760
C  -1.200773  3.111737  0.136022
C  -0.177940  4.029668  0.221678
C  0.785818  3.447055  1.096973
N  0.417366  2.263546  1.546198
C  -1.202290  -0.312888  1.869832
C  -2.039179  -1.469061  2.077040
C  -1.270170  -2.371396  2.763266
C  -0.000401  -1.734903  2.959347
N  0.040951  -0.527530  2.445256
H  -5.970359  2.241387  0.681001
H  -3.738547  2.306018  1.770525
H  -2.329966  -0.694001  -0.902240
H  -4.546671  -0.748617  -2.020493
H  -2.101352  3.186484  -0.455741
H  -0.103990  4.982604  -0.283349
H  1.739246  3.869262  1.389402
H  -3.064452  -1.586221  1.758502
H  -1.551565  -3.362723  3.089792
H  0.881648  -2.159102  3.423178
Se  4.124130  0.624442  3.141005
C  3.646302  -1.095176  2.619990
N  3.608083  -2.262647  2.533875
C  1.067760  -3.105878  -1.705776
C  1.110030  -2.211482  -0.467450
P  2.176563  -0.691658  -0.479124
C  1.615063  0.045829  -2.101172
C  1.994115  1.521547  -2.218827
C  3.779067  -1.488743  -0.979856
C  4.952034  -0.511453  -0.932725
H  0.393968  -3.954535  -1.546579
H  2.053922  -3.509619  -1.943308
H  0.711047  -2.560833  -2.583596
H  1.448215  -2.776316  0.406321
H  0.104457  -1.857590  -0.214236
H  0.522129  -0.040530  -2.101922
H  1.990724  -0.532188  -2.954878
H  1.628058  2.063998  -1.344952
H  1.568096  1.978947  -3.118699
H  3.078112  1.650052  -2.250565
H  3.703842  -1.961869  -1.966753
H  3.934032  -2.270122  -0.229647
H  4.863213  0.254797  -1.708335
H  5.907044  -1.027254  -1.079202
H  4.970326  -0.006583  0.035520

Forces on the atoms, in the same order (eV/Å):
-0.159 0.279 -0.004
-0.021 -0.003 -0.006
-0.103 -0.008 -0.071
0.337 0.029 0.201
-0.175 0.035 -0.045
0.056 0.005 0.045
-0.156 0.025 -0.069
0.088 -0.003 0.040
-0.147 -0.062 -0.145
0.241 -0.019 0.123
-0.164 -0.078 -0.085
0.066 0.032 0.066
-0.013 -0.060 -0.040
-0.018 0.060 0.048
0.039 0.067 -0.052
-0.102 0.060 -0.078
0.090 0.006 -0.028
-0.039 0.015 0.034
0.055 -0.017 -0.026
-0.100 -0.072 0.101
0.030 0.012 0.024
-0.005 -0.001 -0.002
-0.004 -0.004 -0.003
0.038 -0.008 0.010
0.004 0.012 -0.001
0.005 -0.003 -0.004
0.004 -0.016 0.011
-0.005 -0.014 -0.004
-0.002 0.007 0.008
0.003 0.012 -0.002
-0.080 0.145 -0.008
0.386 -0.413 0.308
-0.145 0.083 -0.121
-0.027 0.018 0.073
-0.012 0.011 -0.004
0.024 -0.159 -0.280
0.031 0.012 0.047
-0.040 -0.044 -0.014
-0.009 0.078 -0.011
-0.021 -0.045 -0.006
0.009 -0.003 -0.031
-0.003 -0.001 -0.003
0.007 -0.005 -0.011
0.010 0.010 0.009
0.004 -0.012 0.008
-0.006 -0.010 -0.006
-0.007 0.013 -0.013
0.012 0.015 0.000
0.013 -0.003 0.001
-0.003 0.014 0.010
0.004 -0.010 0.005
0.006 -0.008 -0.005
0.009 0.006 0.009
-0.005 0.009 -0.004
0.001 0.012 0.002

=====

This record from the OMol25 dataset describes a single C23H25N5 molecule at a distorted geometry. The level of theory is ωB97M-V/def2-TZVPD.

Results
Electronic energy: -1165.23895 hartree
HOMO-LUMO gap: 7.9 eV
Structure (SMILES): Cc1nn2c(NCc3ccccn3)cc(C(C)(C)C)nc2c1-c1ccccc1
Energy above the lowest of the compared OMol25 structures with the same formula, charge and spin: 3.4 kcal/mol

Cartesian coordinates (Å):
C  -0.770180  -3.838530  1.149863
C  -0.612054  -2.370028  0.977574
N  0.545555  -1.809262  1.306465
N  0.437739  -0.512403  1.012516
C  1.360345  0.467461  1.174325
N  2.574135  0.217899  1.741850
H  3.180011  1.027210  1.745877
C  3.263852  -1.054307  1.649489
C  3.931586  -1.244597  0.306506
N  3.599662  -2.339376  -0.360548
C  4.128386  -2.545315  -1.552354
C  5.016902  -1.667301  -2.154342
C  5.372036  -0.522451  -1.458405
C  4.823228  -0.305596  -0.206174
H  5.089625  0.572497  0.364640
H  6.066552  0.188360  -1.883219
H  5.420168  -1.873002  -3.133423
H  3.820260  -3.457959  -2.045603
H  2.533481  -1.854406  1.785344
H  4.010656  -1.086638  2.448305
C  0.974379  1.746539  0.813422
C  -0.309513  1.983541  0.291576
N  -1.173368  1.011127  0.123813
C  -0.818298  -0.218284  0.475348
C  -1.520582  -1.428642  0.454367
C  -2.878991  -1.614350  -0.030289
C  -3.706482  -2.622062  0.463407
C  -4.991264  -2.778488  -0.022994
C  -5.477277  -1.931764  -1.004206
C  -4.669440  -0.915544  -1.488735
C  -3.384740  -0.756898  -1.008726
H  -2.757008  0.037665  -1.378915
H  -5.045325  -0.243858  -2.247674
H  -6.481209  -2.058080  -1.383214
H  -5.619863  -3.564846  0.371212
H  -3.355350  -3.271934  1.249134
C  -0.746743  3.381276  -0.097695
C  -2.139256  3.336971  -0.728140
H  -2.120511  2.749939  -1.641891
H  -2.847157  2.875093  -0.046781
H  -2.475032  4.344325  -0.963790
C  -0.790801  4.251414  1.164871
H  -1.494474  3.835015  1.881938
H  -1.111210  5.259415  0.910850
H  0.186845  4.310455  1.637396
C  0.242402  3.975955  -1.107494
H  -0.111414  4.949184  -1.440494
H  1.229528  4.105523  -0.670997
H  0.332110  3.326416  -1.975535
H  1.679940  2.551690  0.937426
H  0.214912  -4.297639  1.176917
H  -1.277857  -4.064343  2.087673
H  -1.348906  -4.257059  0.329555

Forces on the atoms, in the same order (eV/Å):
0.061 0.039 0.063
0.067 0.509 -0.120
0.380 -0.909 0.436
-0.784 0.383 -0.457
0.208 0.534 0.139
-0.146 0.115 0.167
-0.213 -0.062 0.015
0.246 -0.353 0.002
0.076 0.191 0.054
-0.304 -0.260 0.355
0.241 0.010 -0.400
-0.030 0.006 0.061
-0.039 0.000 0.057
-0.012 -0.140 -0.103
0.020 0.085 0.053
0.044 0.035 -0.027
0.016 -0.040 -0.083
0.032 -0.049 -0.124
0.384 0.156 0.051
-0.078 -0.001 -0.034
-0.003 -0.171 -0.031
0.074 -0.247 0.027
-0.333 0.489 -0.177
0.147 -0.658 0.234
0.493 0.277 0.130
-0.195 0.015 -0.097
0.054 0.075 0.003
-0.117 -0.098 -0.016
-0.106 -0.010 -0.018
-0.094 0.013 -0.056
0.004 -0.041 -0.040
0.007 0.049 -0.058
-0.015 0.047 -0.056
-0.067 -0.007 -0.020
-0.037 -0.045 0.027
0.049 -0.066 0.076
-0.125 0.224 -0.074
0.181 -0.008 0.130
-0.075 -0.072 -0.117
-0.129 -0.028 0.000
0.010 0.142 -0.023
0.020 -0.118 -0.134
-0.074 -0.012 0.115
-0.031 0.124 -0.017
0.102 0.036 0.084
-0.089 -0.109 0.135
-0.023 0.116 -0.033
0.141 0.030 0.014
0.036 -0.040 -0.119
0.100 0.057 0.008
0.021 -0.057 -0.009
-0.063 -0.076 0.010
-0.035 -0.078 -0.007

=====

This record from the OMol25 dataset describes a single C23H25N5O3S molecule at a distorted geometry. The level of theory is ωB97M-V/def2-TZVPD.

Results
Electronic energy: -1789.17311 hartree
HOMO-LUMO gap: 8.8 eV
Structure (SMILES): Cc1ccc(-c2nnc(SCC(=O)Nc3cccc(C(=O)N4CCOCC4)c3)n2C)cc1
Energy above the lowest of the compared OMol25 structures with the same formula, charge and spin: 54.0 kcal/mol

Cartesian coordinates (Å):
C  -4.205561  -4.499943  0.343056
C  -3.789095  -3.067535  0.217597
C  -4.179013  -2.139790  1.177986
C  -3.802844  -0.814451  1.083728
C  -3.021051  -0.386358  0.013269
C  -2.639411  -1.306680  -0.960880
C  -3.018176  -2.629896  -0.852940
H  -2.711678  -3.334031  -1.612594
H  -2.041489  -0.966035  -1.791772
C  -2.601299  0.994438  -0.141909
N  -2.530115  1.618393  -1.290319
N  -2.071192  2.856007  -1.077661
C  -1.843239  2.977223  0.204104
N  -2.168831  1.826282  0.860806
C  -1.975653  1.565085  2.256655
H  -2.845325  1.882164  2.836452
H  -1.106160  2.127994  2.600911
H  -1.807570  0.498799  2.404423
S  -1.113863  4.350161  0.988571
C  0.101524  4.787945  -0.310484
H  -0.438469  5.147845  -1.183507
H  0.706198  5.576727  0.133742
C  0.949550  3.551398  -0.574022
O  1.828984  3.212726  0.188675
N  0.574902  2.880353  -1.693173
C  0.912790  1.564275  -2.037423
C  1.979762  0.893767  -1.454842
C  2.214033  -0.440113  -1.765069
C  1.421444  -1.089971  -2.700417
C  0.374103  -0.408822  -3.299656
C  0.109592  0.906127  -2.967658
H  -0.729835  1.422549  -3.408472
H  -0.247117  -0.909363  -4.027435
H  1.626832  -2.119375  -2.950095
C  3.371767  -1.140608  -1.126015
O  4.309676  -1.563488  -1.776122
N  3.316954  -1.259424  0.222698
C  2.220310  -0.894929  1.089194
H  1.390353  -0.489697  0.511964
C  2.709930  0.128335  2.123702
H  1.931374  0.329811  2.861604
O  3.811480  -0.374869  2.844737
C  4.880297  -0.702679  1.983564
H  5.681024  -1.078421  2.622048
C  4.459251  -1.760707  0.959180
H  5.260948  -1.961920  0.247877
H  4.183296  -2.686648  1.477083
H  5.225913  0.198431  1.455284
H  2.978471  1.067581  1.619216
H  1.883377  -1.797463  1.617441
H  2.618625  1.408070  -0.757292
H  -0.260076  3.213882  -2.165793
H  -4.146488  -0.108887  1.825485
H  -4.791025  -2.461799  2.008348
H  -3.832475  -5.089252  -0.490181
H  -3.823965  -4.926059  1.270209
H  -5.291739  -4.577176  0.366115

Forces on the atoms, in the same order (eV/Å):
-0.013 -0.011 0.034
0.023 0.072 -0.021
0.026 -0.042 -0.008
0.048 0.023 -0.122
-0.092 -0.418 0.062
-0.003 0.169 0.132
-0.083 -0.031 0.059
0.031 -0.088 -0.071
0.081 0.029 -0.077
0.090 0.382 0.050
-0.464 -0.959 -0.298
0.018 0.896 0.336
-0.074 0.131 0.064
0.003 0.158 -0.870
0.069 -0.112 0.577
0.052 -0.081 0.008
-0.042 -0.095 -0.025
-0.006 0.087 0.019
0.055 0.334 0.055
-0.243 -0.291 0.231
0.086 0.035 0.004
0.016 -0.060 -0.078
-0.088 0.357 -0.209
0.177 -0.063 0.206
0.066 0.125 -0.539
0.156 -0.234 0.072
0.097 -0.066 0.010
-0.149 0.156 -0.374
0.159 -0.070 0.161
0.003 0.049 -0.003
0.075 0.038 0.016
-0.101 0.046 -0.044
-0.065 -0.036 -0.065
0.036 -0.105 -0.052
-0.102 -0.069 -0.006
0.108 -0.057 -0.292
0.095 -0.023 0.244
-0.192 0.284 0.377
0.043 -0.071 0.104
-0.317 -0.106 -0.226
-0.012 0.034 -0.084
0.023 -0.031 0.194
0.100 -0.284 -0.183
0.011 0.028 -0.091
0.363 0.164 0.109
-0.067 -0.027 0.115
0.044 0.036 -0.033
0.003 -0.068 0.024
-0.048 -0.044 0.020
-0.035 0.092 -0.037
-0.002 0.012 0.060
0.187 0.021 0.314
-0.016 0.073 0.079
-0.073 -0.035 0.085
-0.002 -0.084 -0.028
0.004 -0.091 0.026
-0.060 -0.077 -0.008

=====

Q: The lowest electronic energy belongs to which entry?
A: C23H25N4PPdSe

=====

Q: energy above the lowest of the compared OMol25 structures with the same formula, charge and spin of number 4 (C23H25N5O3S)?
A: 54.0 kcal/mol

=====

Q: The highest HOMO-LUMO gap belongs to which entry?
A: C23H25N5O3S